[1]
Entry from the OMol25 dataset: C8H7N3O2 in the gas phase at a distorted geometry (the ωB97M-V functional and the def2-TZVPD basis).

ORCA input file:
```
! wB97M-V def2-TZVPD RIJCOSX def2/J DEFGRID3
* xyz 0 1
C -3.143 0.958 -0.760
C 2.724 -1.008 -0.182
C 1.927 -0.702 -1.320
C 2.334 -0.521 1.070
C 0.747 0.081 -1.070
C 1.125 0.220 1.282
C 0.352 0.479 0.184
C -0.890 1.196 0.374
N -4.101 1.433 -1.148
N -2.081 0.406 -0.166
N -2.175 -0.926 0.191
O -3.135 -1.496 -0.315
O -1.408 -1.278 1.036
H 3.647 -1.532 -0.049
H 2.094 -1.003 -2.327
H 3.107 -0.694 1.770
H 0.184 0.206 -2.018
H 0.856 0.719 2.259
H -1.129 1.367 1.381
H -1.034 2.094 -0.193
*
```

Properties
Lowest unoccupied orbital energy = 0.0363 eV
ΔE to the lowest compared entry with this formula, charge and spin = 3.755 eV
SMILES = N#CN(Cc1ccccc1)[N+](=O)[O-]
HOMO energy = -9.8 eV
Energy = -623.62118 a.u.
HOMO-LUMO gap = 9.8 eV

---

[2]
Entry from the OMol25 dataset: 7 unconnected molecules or ions with the total composition C24H67N6O7 at a distorted geometry (the ωB97M-V functional and the def2-TZVPD basis).

ORCA input file:
```
! wB97M-V def2-TZVPD RIJCOSX def2/J DEFGRID3
* xyz -1 1
O 32.481 21.734 16.546
H 32.305 21.920 17.527
C 35.320 17.927 17.991
C 34.246 19.075 18.028
C 33.802 19.550 19.375
O 33.386 18.585 20.194
C 32.968 19.120 21.419
N 34.777 20.160 17.249
H 34.919 16.970 18.277
H 36.172 18.128 18.621
H 35.879 17.809 17.157
H 33.390 18.583 17.558
H 32.934 20.444 19.227
H 34.500 20.207 19.926
H 33.522 19.864 21.902
H 32.829 18.276 22.171
H 31.912 19.510 21.235
H 34.144 20.940 17.101
H 34.979 19.878 16.283
C 34.640 24.515 17.791
C 35.349 24.279 16.394
C 36.653 23.530 16.649
O 37.534 24.241 17.572
C 38.842 23.761 17.582
N 34.442 23.669 15.444
H 35.177 24.958 18.528
H 33.938 23.576 17.980
H 33.981 25.407 17.584
H 35.686 25.056 15.958
H 37.139 23.134 15.709
H 36.378 22.578 17.269
H 39.455 24.249 17.005
H 38.920 22.679 17.398
H 39.243 23.792 18.523
H 33.909 24.278 15.463
H 33.812 22.710 15.843
C 30.648 26.158 16.804
C 30.840 24.752 17.093
C 29.709 23.969 17.640
O 29.221 24.542 18.837
C 28.153 24.051 19.511
N 31.327 24.211 15.824
H 29.912 26.275 16.106
H 31.449 26.630 16.566
H 30.229 26.387 17.785
H 31.739 24.583 17.687
H 29.955 22.943 17.811
H 28.912 23.930 17.096
H 28.459 23.130 20.016
H 27.124 23.969 18.821
H 27.822 24.711 20.124
H 31.894 23.225 16.010
H 30.615 23.528 15.359
C 27.155 21.870 15.299
C 28.305 21.153 14.510
C 28.052 21.161 13.045
O 27.024 20.184 12.582
C 26.702 20.342 11.250
N 29.502 21.928 14.915
H 27.456 22.088 16.237
H 26.373 21.212 15.283
H 26.797 22.746 14.932
H 28.652 20.106 14.878
H 29.016 21.151 12.428
H 27.458 22.150 12.726
H 25.984 19.608 11.018
H 27.482 19.979 10.781
H 26.366 21.157 10.796
H 29.638 21.835 15.885
H 30.314 21.401 14.625
C 28.605 19.921 18.112
C 30.010 19.454 18.365
C 30.190 18.043 19.188
O 29.666 18.346 20.479
C 29.492 17.189 21.224
N 30.976 19.419 17.189
H 28.298 19.240 17.189
H 28.499 20.765 17.799
H 27.906 19.727 18.948
H 30.560 19.993 19.185
H 31.378 17.991 19.142
H 29.544 17.229 18.830
H 30.688 17.023 21.478
H 28.950 16.355 20.808
H 29.200 17.531 22.309
H 31.864 18.793 17.300
H 31.514 20.251 16.836
C 34.637 20.486 11.982
C 33.593 20.433 13.179
C 32.962 19.042 13.140
O 32.250 19.027 11.851
C 31.651 17.729 11.661
N 34.135 20.582 14.513
H 34.170 20.475 10.865
H 35.333 19.772 12.179
H 35.154 21.425 12.088
H 32.903 21.225 12.986
H 32.362 18.986 13.842
H 33.633 18.186 13.379
H 32.254 16.797 11.781
H 31.233 17.773 10.604
H 30.908 17.464 12.403
H 34.666 21.345 14.676
H 33.351 20.987 15.272
*
```

Properties
Lowest unoccupied orbital energy = 2.6247 eV
ΔE to the lowest compared entry with this formula, charge and spin = 11.465 eV
HOMO energy = -5.3 eV
Energy = -1809.20837 a.u.
HOMO-LUMO gap = 7.9 eV

---

[3]
Entry from the OMol25 dataset: C3H6N2O in the gas phase (the ωB97M-V functional and the def2-TZVPD basis).

ORCA input file:
```
! wB97M-V def2-TZVPD RIJCOSX def2/J DEFGRID3
* xyz 0 1
C -0.191 1.592 -0.634
N -0.409 0.424 0.185
C 0.193 -0.782 0.014
N 0.921 -1.245 -0.933
C -0.058 -1.730 1.163
O -0.824 -1.470 2.062
H 0.025 2.463 -0.007
H -1.048 1.826 -1.278
H 0.684 1.425 -1.271
H -0.965 0.501 1.025
H 1.036 -0.585 -1.703
H 0.509 -2.677 1.103
*
```

Properties
Lowest unoccupied orbital energy = 0.3689 eV
ΔE to the lowest compared entry with this formula, charge and spin = 1.281 eV
SMILES = [H]/N=C(/C=O)NC
HOMO energy = -9.4 eV
Energy = -302.64604 a.u.
HOMO-LUMO gap = 9.7 eV

---

[4]
Entry from the OMol25 dataset: a molecular structure, C14H22ClO2PRe at a distorted geometry (the ωB97M-V functional and the def2-TZVPD basis).

ORCA input file:
```
! wB97M-V def2-TZVPD RIJCOSX def2/J DEFGRID3
* xyz 2 4
Cl -2.393 0.063 -1.696
C 0.383 -3.167 -1.951
C 1.653 -2.495 -1.686
C 1.613 -1.212 -2.291
H 2.536 -2.951 -1.254
C 0.315 -1.012 -2.856
C -0.441 -2.262 -2.677
H -1.442 -2.403 -3.033
H 0.145 -4.181 -1.699
H 2.381 -0.442 -2.223
C -0.179 0.215 -3.529
Re -0.071 -1.468 -0.745
C 0.681 -2.495 0.725
C -1.920 -2.093 -0.303
O 1.031 -3.127 1.640
O -2.984 -2.468 0.001
H 0.421 1.102 -3.281
H -1.193 0.387 -3.045
H -0.406 0.087 -4.606
C 2.618 1.034 0.886
C 1.469 0.621 1.814
P -0.114 0.356 0.964
C -1.392 0.041 2.242
C -1.480 1.060 3.375
C -0.539 1.903 0.057
C -0.746 3.183 0.857
H 2.998 0.186 0.285
H 3.409 1.435 1.537
H 2.314 1.849 0.218
H 1.698 -0.328 2.320
H 1.290 1.384 2.608
H -2.353 -0.056 1.721
H -1.153 -0.959 2.635
H -1.866 2.038 3.064
H -2.147 0.630 4.134
H -0.503 1.206 3.852
H 0.219 2.067 -0.726
H -1.484 1.686 -0.491
H 0.128 3.411 1.480
H -0.870 4.031 0.170
H -1.627 3.145 1.503
*
```

Properties
Lowest unoccupied orbital energy (spin up / spin down) = -6.7891 / -11.2683 eV
ΔE to the lowest compared entry with this formula, charge and spin = 0.214 eV
HOMO energy (spin up / spin down) = -15.5 / -17.3 eV
Energy = -1576.27719 a.u.
HOMO-LUMO gap (spin up / spin down) = 8.7 / 6.0 eV
⟨S²⟩ = 3.766